Entry 1:
{"formula": "C6H8OSi", "method": "the ωB97M-V functional and the def2-TZVPD basis", "e_above_lowest_kcal_mol": 64.87, "smiles": "C#C[SiH](C#C)OCC", "e_tot_ha": -598.005280, "spin_multiplicity": 1, "homo_ha": -0.3621, "gap_ev": 10.18, "species": ["C", "C", "Si", "C", "C", "O", "C", "C", "H", "H", "H", "H", "H", "H", "H", "H"], "positions_angstrom": [[1.97085, -2.55181, -0.39334], [1.97466, -1.33289, -0.45707], [1.66821, 0.47456, -0.75090], [2.85574, 1.32207, 0.44046], [3.33254, 2.09708, 1.25408], [-0.09130, 0.84562, -0.05676], [-0.58292, 0.13734, 1.07155], [-1.24607, -1.22836, 0.81217], [2.01414, -3.52396, -0.29603], [1.80522, 0.83206, -2.26110], [4.05182, 2.52282, 1.82456], [0.23378, -0.03284, 1.85247], [-1.03606, 0.85661, 1.79165], [-2.25714, -1.02033, 0.39596], [-0.68414, -1.86008, 0.10067], [-1.45876, -1.80022, 1.74485]], "forces_ev_per_angstrom": [[0.0587, 6.1684, -0.3920], [-0.4303, -1.1226, -0.4978], [-2.5388, 0.1955, 1.9858], [-0.9680, 0.9557, -0.1661], [-1.2534, -2.5340, -2.5905], [3.0676, -0.8657, -1.8110], [2.4851, -0.3105, 2.5759], [-1.4651, 0.7373, -0.1577], [0.1723, -4.4309, 0.4164], [-0.2897, -0.1412, 1.6197], [1.3816, 1.4312, 1.7090], [0.1104, -0.4215, -1.3063], [-1.2321, -0.3071, -1.2771], [0.5703, -0.3552, -0.0965], [-0.1881, 0.4938, 0.4709], [0.5194, 0.5067, -0.4827]]}

Entry 2:
{"formula": "C3H10N3", "method": "the ωB97M-V functional and the def2-TZVPD basis", "e_above_lowest_kcal_mol": 39.37, "smiles": "CCNC(N)=[NH2+]", "e_tot_ha": -284.313240, "spin_multiplicity": 1, "homo_ha": -0.5401, "gap_ev": 11.30, "charge": 1, "species": ["C", "C", "N", "C", "N", "N", "H", "H", "H", "H", "H", "H", "H", "H", "H", "H"], "positions_angstrom": [[2.21641, 1.79847, -0.41045], [0.65532, 1.39457, -0.44559], [0.43533, -0.12624, 0.03925], [-0.71932, -0.72543, 0.28992], [-0.67881, -2.18115, 0.23934], [-1.92886, -0.24034, 0.38083], [2.48246, 1.94177, 0.67602], [2.25611, 2.66034, -1.13787], [2.87797, 0.97144, -0.76841], [0.12725, 2.00527, 0.30962], [0.17381, 1.50372, -1.45722], [1.28727, -0.57386, -0.20279], [-1.03587, -2.63435, -0.65620], [-0.96891, -2.81253, 1.04269], [-2.74285, -0.75608, 0.66989], [-2.16535, 0.72265, 0.30510]], "forces_ev_per_angstrom": [[-1.7108, -1.0360, 0.0428], [0.0752, -1.0218, 0.8718], [-1.3102, 3.6614, -0.8102], [1.0917, -3.7781, -1.2735], [-0.2124, -1.2521, 0.0315], [-0.4944, 1.6068, 0.3330], [-0.1121, 0.5446, -1.4024], [0.4869, -0.6822, 1.3230], [-0.6327, 0.6405, -0.0564], [0.1711, -0.1485, -0.5900], [0.5853, -0.2443, 1.0313], [0.1181, -1.6397, 0.2245], [0.6696, 1.3643, 1.5219], [0.4546, 1.8215, -1.1016], [0.4179, -0.8407, -0.1002], [0.4022, 1.0041, -0.0455]]}

Entry 3:
{"formula": "C4H5NO3", "method": "the ωB97M-V functional and the def2-TZVPD basis", "e_above_lowest_kcal_mol": 81.33, "smiles": "N/C=C(\\O)C(O)=C=O", "e_tot_ha": -435.790899, "spin_multiplicity": 1, "homo_ha": -0.2611, "gap_ev": 7.44, "species": ["N", "C", "C", "O", "C", "O", "C", "O", "H", "H", "H", "H", "H"], "positions_angstrom": [[-2.47919, 0.34729, 0.20052], [-1.31630, -0.39487, 0.11971], [-0.08866, 0.21068, -0.04703], [0.06765, 1.61603, -0.22667], [1.17052, -0.41848, 0.05924], [1.22129, -1.79532, -0.09477], [2.38631, 0.15635, 0.07276], [3.51037, 0.50454, -0.04200], [-3.30254, 0.02636, -0.14965], [-2.51616, 1.34502, 0.44081], [-1.52619, -1.39322, 0.14219], [0.89790, 1.96557, 0.08628], [1.97502, -2.16995, -0.56141]], "forces_ev_per_angstrom": [[1.7643, 2.3137, 1.4260], [1.4052, 4.4205, -0.5930], [-1.3709, 0.9367, 0.6432], [-1.8828, -0.9933, -0.0846], [2.9233, -0.9109, -1.0610], [-0.7605, -1.0412, 0.7295], [0.0915, -0.0960, -0.2245], [-1.2794, -0.1523, 0.3202], [-2.3664, -1.3110, -1.0603], [0.6143, -0.9539, -0.4009], [0.4431, -2.6273, 0.0417], [0.3580, -0.1883, 0.3566], [0.0603, 0.6034, -0.0929]]}

Entry 4:
{"formula": "C7H9N3O2", "method": "the ωB97M-V functional and the def2-TZVPD basis", "e_above_lowest_kcal_mol": 220.25, "smiles": "NCOC(=O)Nc1ccccn1", "e_tot_ha": -586.569416, "spin_multiplicity": 1, "homo_ha": -0.3207, "gap_ev": 8.43, "species": ["N", "C", "O", "C", "O", "N", "C", "C", "C", "C", "C", "N", "H", "H", "H", "H", "H", "H", "H", "H", "H"], "positions_angstrom": [[2.56983, -0.42857, 0.31487], [2.47543, 0.80832, -0.54908], [1.17467, 1.49331, -0.52572], [0.73324, 1.81646, 0.84176], [1.66857, 2.17339, 1.74446], [-0.74141, 1.83163, 1.29837], [-1.34787, 0.61562, 0.56468], [-0.61001, -0.81871, 0.84549], [-1.21342, -2.13522, 0.01758], [-2.52339, -1.85346, -0.97020], [-3.07263, -0.31110, -1.03079], [-2.53148, 0.89484, -0.31543], [3.58390, -0.56805, 0.59167], [2.33005, -1.29139, -0.25619], [2.73850, 0.46327, -1.65987], [3.31367, 1.54708, -0.20252], [-1.13715, 2.69121, 0.82604], [0.29383, -0.87695, 1.59224], [-0.69416, -3.17300, 0.16054], [-2.98216, -2.75150, -1.56417], [-4.02801, -0.12718, -1.72372]], "forces_ev_per_angstrom": [[0.7321, -0.2846, -1.2648], [2.4056, -0.4543, -0.5491], [-0.9704, -0.6844, 3.2774], [5.7417, 2.1974, 4.3380], [-6.0126, -2.3244, -5.7763], [1.4830, -1.9696, -4.4706], [-0.9617, -2.3759, -1.0264], [-3.7172, -0.1161, -2.9324], [-1.6271, 4.8977, -0.0990], [2.6018, 3.0699, 2.8143], [1.8908, -1.5070, 1.2957], [2.6880, -5.6807, 0.7488], [-1.7272, 0.4710, -0.3532], [0.2701, 1.5839, 0.8695], [-1.2574, 1.3697, 2.1397], [-1.7763, -1.3142, -0.5665], [0.2211, -1.1138, 0.6686], [-2.0020, 0.1340, -1.7501], [-1.2681, 2.1716, -0.3800], [0.8528, 2.1737, 1.2236], [2.4329, -0.2437, 1.7927]]}

What did the second record say?
{"formula": "C3H10N3", "method": "the ωB97M-V functional and the def2-TZVPD basis", "e_above_lowest_kcal_mol": 39.37, "smiles": "CCNC(N)=[NH2+]", "e_tot_ha": -284.313240, "spin_multiplicity": 1, "homo_ha": -0.5401, "gap_ev": 11.30, "charge": 1, "species": ["C", "C", "N", "C", "N", "N", "H", "H", "H", "H", "H", "H", "H", "H", "H", "H"], "positions_angstrom": [[2.21641, 1.79847, -0.41045], [0.65532, 1.39457, -0.44559], [0.43533, -0.12624, 0.03925], [-0.71932, -0.72543, 0.28992], [-0.67881, -2.18115, 0.23934], [-1.92886, -0.24034, 0.38083], [2.48246, 1.94177, 0.67602], [2.25611, 2.66034, -1.13787], [2.87797, 0.97144, -0.76841], [0.12725, 2.00527, 0.30962], [0.17381, 1.50372, -1.45722], [1.28727, -0.57386, -0.20279], [-1.03587, -2.63435, -0.65620], [-0.96891, -2.81253, 1.04269], [-2.74285, -0.75608, 0.66989], [-2.16535, 0.72265, 0.30510]], "forces_ev_per_angstrom": [[-1.7108, -1.0360, 0.0428], [0.0752, -1.0218, 0.8718], [-1.3102, 3.6614, -0.8102], [1.0917, -3.7781, -1.2735], [-0.2124, -1.2521, 0.0315], [-0.4944, 1.6068, 0.3330], [-0.1121, 0.5446, -1.4024], [0.4869, -0.6822, 1.3230], [-0.6327, 0.6405, -0.0564], [0.1711, -0.1485, -0.5900], [0.5853, -0.2443, 1.0313], [0.1181, -1.6397, 0.2245], [0.6696, 1.3643, 1.5219], [0.4546, 1.8215, -1.1016], [0.4179, -0.8407, -0.1002], [0.4022, 1.0041, -0.0455]]}